[1]
13
Properties=species:S:1:pos:R:3 method="wB97M-V/def2-TZVPD" e_above_lowest_kcal_mol=148.4 energy_ha=-377.72281 lumo_energy_ev=0.863 e_homo_ev=-8.886 charge=0 smiles="[H]/N=C(/NO)[C@@H]1CO1" multiplicity=1 fmax_ev_per_a=5.93
H -0.7700 0.4939 2.5795
N -0.7325 0.9053 1.4760
C -0.3625 0.2689 0.4611
N -0.5375 0.9273 -0.7242
O -1.5912 1.9068 -0.5927
C 0.3474 -0.9214 0.1928
C 1.5923 -1.0472 -0.5590
O 0.2471 -1.1281 -1.1316
H -0.8576 0.3981 -1.6362
H -1.8256 2.0542 0.3114
H 0.0876 -1.8188 0.7797
H 2.1911 -0.1880 -0.9488
H 2.2116 -1.8509 -0.2080



[2]
14
Properties=species:S:1:pos:R:3 method="wB97M-V/def2-TZVPD" e_above_lowest_kcal_mol=62.4 energy_ha=-776.04066 lumo_energy_ev=0.603 e_homo_ev=-8.760 charge=0 smiles="O=C1NSCCN1O" multiplicity=1 fmax_ev_per_a=2.55
O -1.7366 -1.9191 -0.0259
C -0.7210 -1.2080 -0.0029
N 0.5578 -1.7063 0.0909
S 1.9482 -0.8022 -0.4174
C 1.4729 0.7893 0.3206
C 0.0656 1.2241 -0.1798
N -0.8815 0.1866 -0.0616
O -2.1883 0.6282 -0.3150
H 0.5682 -2.7068 0.1917
H 2.2651 1.5044 0.1832
H 1.4598 0.6315 1.3927
H 0.1553 1.5085 -1.2048
H -0.2882 2.0921 0.3760
H -2.6773 -0.2222 -0.3476



[3]
14
Properties=species:S:1:pos:R:3 method="wB97M-V/def2-TZVPD" e_above_lowest_kcal_mol=188.6 energy_ha=-452.90047 lumo_energy_ev=0.406 e_homo_ev=-9.768 charge=0 smiles="C/C(=N/OC=O)NO" multiplicity=1 fmax_ev_per_a=9.33
C -0.2007 -1.6637 1.0935
C -0.0056 -0.3613 0.4490
N -0.0402 -0.4014 -0.7556
O 0.1799 0.9084 -1.2605
C -0.0174 0.8344 -2.6723
O -0.2645 -0.4028 -3.1690
N -0.2953 0.5983 1.4211
O 0.4620 1.9661 1.3574
H 0.6618 -1.6503 1.8778
H 0.2178 -2.6512 0.4586
H -1.2063 -1.8667 1.5883
H 0.3367 1.9015 -3.1943
H -0.0098 0.4042 2.4504
H 0.1815 2.3845 0.3557



[4]
14
Properties=species:S:1:pos:R:3 method="wB97M-V/def2-TZVPD" e_above_lowest_kcal_mol=9.8 energy_ha=-453.18543 lumo_energy_ev=0.464 e_homo_ev=-9.821 charge=0 smiles="CNC(=O)NC(=O)O" multiplicity=1 fmax_ev_per_a=2.75
C -1.1061 1.4022 0.3786
N -1.0291 0.5927 -0.8120
C -0.3459 -0.4792 -1.2128
O -0.6214 -0.9235 -2.3343
N 0.6158 -1.1370 -0.5143
C 1.3943 -1.0822 0.6184
O 2.2043 -1.9529 0.9099
O 1.2607 -0.0190 1.4137
H -0.7216 2.3963 0.1344
H -2.1638 1.4975 0.6412
H -0.5922 0.9887 1.2324
H -1.6732 0.8698 -1.5431
H 0.8988 -1.9389 -1.0604
H 1.8793 -0.2145 2.1484



[5]
14
Properties=species:S:1:pos:R:3 method="wB97M-V/def2-TZVPD" e_above_lowest_kcal_mol=125.6 energy_ha=-453.00094 lumo_energy_ev=0.572 e_homo_ev=-9.408 charge=0 smiles="CONC(=O)/C=N/O" multiplicity=1 fmax_ev_per_a=2.19
C -2.6394 -0.5145 0.6212
O -1.8771 -0.8405 -0.5522
N -0.5888 -0.4774 -0.4126
C -0.1909 0.7313 -0.0521
O -0.9637 1.6671 -0.1519
C 1.3397 0.6926 0.1457
N 1.8731 -0.4442 0.1249
O 3.2035 -0.4211 0.1276
H -2.0764 -0.9039 1.5303
H -2.8886 0.6131 0.7482
H -3.6070 -0.9815 0.5213
H 0.0925 -1.2180 -0.4297
H 1.9815 1.5218 0.0581
H 3.5503 -1.2811 -0.0907



[6]
14
Properties=species:S:1:pos:R:3 method="wB97M-V/def2-TZVPD" e_above_lowest_kcal_mol=166.0 energy_ha=-452.93644 lumo_energy_ev=0.187 e_homo_ev=-9.378 charge=0 multiplicity=1 fmax_ev_per_a=3.79
O -1.8156 0.0180 -1.6172
N -0.6841 -0.3003 -1.3204
O 0.1750 -0.4330 -2.1587
N -0.4423 -0.3747 -0.0013
C -0.9699 -1.3401 0.6565
O -1.5782 -2.3989 0.2274
H -0.7922 -1.4106 1.7242
H -1.7990 -2.3727 -0.7415
C 1.5060 1.0905 1.0489
C 1.0937 1.7247 -0.0156
H 1.0955 1.4173 2.0366
H 2.3135 0.3127 0.8550
H 1.5008 1.5524 -0.9250
H 0.3968 2.5146 0.2314



[7]
14
Properties=species:S:1:pos:R:3 method="wB97M-V/def2-TZVPD" e_above_lowest_kcal_mol=92.0 energy_ha=-453.05443 lumo_energy_ev=0.601 e_homo_ev=-9.595 charge=0 smiles="NOC(=O)CC(N)=O" multiplicity=1 fmax_ev_per_a=4.39
N 1.0685 2.2022 -0.9040
O 0.8476 0.8171 -0.6353
C -0.3216 0.5322 0.0042
O -1.2633 1.2908 0.0768
C 0.0173 -0.5573 1.2650
C 0.0269 -1.7614 0.3906
N -0.7828 -1.3435 -0.7667
O 0.8633 -2.6084 0.2862
H 0.1497 2.6538 -0.9087
H 1.5934 2.5622 -0.1025
H -0.9023 -0.5008 1.8458
H 0.9545 -0.4450 1.8022
H -0.4815 -1.7045 -1.6643
H -1.7698 -1.1375 -0.6891



[8]
14
Properties=species:S:1:pos:R:3 method="wB97M-V/def2-TZVPD" e_above_lowest_kcal_mol=168.6 energy_ha=-452.93235 lumo_energy_ev=0.547 e_homo_ev=-9.742 charge=0 multiplicity=1 fmax_ev_per_a=6.86
H -1.8090 -1.5317 0.2048
N -2.8146 -1.3790 0.3634
C -2.6624 -0.0664 0.2667
N -1.4714 0.7251 0.0489
O -0.4941 -0.1040 -0.1623
C 0.8498 0.5476 0.1326
O 1.6145 -0.6191 -0.6172
C 2.9285 -0.6020 -0.1220
O 3.3706 -0.1508 0.8753
H -3.6752 0.7545 0.1868
H -1.8168 1.3431 -0.9554
H 1.1338 0.5707 1.2664
H 1.3738 1.5478 -0.4766
H 3.4726 -1.0358 -1.0115



[9]
15
Properties=species:S:1:pos:R:3 method="wB97M-V/def2-TZVPD" e_above_lowest_kcal_mol=88.8 energy_ha=-851.19212 lumo_energy_ev="-1.594 / -1.653" e_homo_ev="-9.285 / -9.572" charge=0 multiplicity=1 fmax_ev_per_a=3.24
C 0.4192 -1.8844 0.0341
C 0.4777 -0.6398 -0.2914
C 1.4598 0.3737 -0.0254
N 2.4038 0.5816 -0.9933
N -1.8109 1.0271 1.2911
O 1.1506 1.1420 0.9131
O -2.7127 1.0035 -1.0599
O -2.8229 -1.0567 0.2348
S -2.1182 0.1143 -0.0835
H -0.2344 -2.6879 -0.2315
H 1.3804 -2.2847 0.4298
H 2.3761 -0.1115 -1.7326
H 3.1125 1.3146 -0.7865
H -2.2794 1.9497 0.9513
H -0.8017 1.1584 1.3500



[10]
15
Properties=species:S:1:pos:R:3 method="wB97M-V/def2-TZVPD" e_above_lowest_kcal_mol=200.8 energy_ha=-528.13628 lumo_energy_ev=-0.879 e_homo_ev=-10.817 charge=0 multiplicity=1 fmax_ev_per_a=4.11
C -0.1392 0.9737 1.2180
C 1.2773 -0.7390 -0.1281
C 0.0738 0.1533 0.0028
N -0.1850 0.9383 -1.1887
N -1.3021 -1.1408 -0.1870
O -0.0268 0.3994 -2.2591
O -0.5425 2.0697 -0.9885
O -2.3652 -0.8333 0.2898
O -0.9780 -2.1587 -0.6941
H -1.2975 0.9214 1.4487
H 0.3281 0.6462 2.2319
H 0.3122 1.9350 1.1054
H 1.0766 -1.6554 -0.7246
H 2.0833 -0.3615 -0.9172
H 1.6849 -1.1483 0.7906



[11]
13
Properties=species:S:1:pos:R:3 method="wB97M-V/def2-TZVPD" e_above_lowest_kcal_mol=28.0 energy_ha=-700.84460 lumo_energy_ev=0.531 e_homo_ev=-8.964 charge=0 smiles="CC(N)=O.N=C=S" multiplicity=1 fmax_ev_per_a=5.58
C -1.1282 -0.6672 0.9986
C -0.8889 0.3640 -0.1439
N -1.7723 0.2690 -1.1036
O -0.0609 1.1926 -0.0589
H -0.7251 -1.5838 0.7329
H -0.6192 -0.3149 1.9688
H -2.2033 -0.7917 1.1018
H -1.6954 1.0729 -1.7461
H -2.3114 -0.5234 -1.4460
N 2.4387 0.2807 0.5748
C 3.1844 0.2620 -0.3303
S 4.3316 -0.0234 -1.3008
H 1.4500 0.4631 0.7525



[12]
13
Properties=species:S:1:pos:R:3 method="wB97M-V/def2-TZVPD" e_above_lowest_kcal_mol=41.0 energy_ha=-700.82382 lumo_energy_ev=0.827 e_homo_ev=-9.263 charge=0 smiles="C=NNC(=O)SC" multiplicity=1 fmax_ev_per_a=0.94
C 2.1303 -1.6134 -1.6625
N 1.4546 -0.8903 -0.8832
N 0.1250 -0.8471 -1.0277
C -0.6821 -0.0879 -0.2076
O -1.8837 -0.0536 -0.3673
S 0.1884 0.8201 1.0482
C -1.2647 1.6086 1.7772
H 1.6718 -2.2164 -2.4646
H 3.2135 -1.6433 -1.5215
H -0.3467 -1.3851 -1.7485
H -0.9041 2.2226 2.6068
H -1.7883 2.2194 1.0549
H -1.9485 0.8288 2.1742



[13]
13
Properties=species:S:1:pos:R:3 method="wB97M-V/def2-TZVPD" e_above_lowest_kcal_mol=104.4 energy_ha=-700.72289 lumo_energy_ev=0.469 e_homo_ev=-9.071 charge=0 smiles="C/N=C/NOC=S" multiplicity=1 fmax_ev_per_a=5.22
C -2.3125 -0.8515 -0.2796
N -1.0800 0.0912 -0.3887
C -0.4381 0.3140 0.6980
N 0.6831 1.2304 0.5786
O 1.5190 1.1222 -0.5497
C 2.4994 0.2849 -0.7366
S 3.0166 -0.9234 0.2222
H -3.1542 -0.4639 -0.9422
H -2.5516 -0.9680 0.6926
H -2.0019 -1.7415 -0.7539
H -0.6290 -0.0366 1.7194
H 1.3453 1.3821 1.3576
H 3.1040 0.5602 -1.6178



[14]
13
Properties=species:S:1:pos:R:3 method="wB97M-V/def2-TZVPD" e_above_lowest_kcal_mol=130.4 energy_ha=-700.68141 lumo_energy_ev=0.700 e_homo_ev=-6.390 charge=0 multiplicity=1 fmax_ev_per_a=4.15
C 1.5675 -1.1547 0.4363
C 1.6346 -0.3810 1.4932
C -1.1196 1.1216 -0.8910
N 0.2455 -1.1442 -0.1516
N -0.7498 -0.3354 0.5162
O -2.3801 1.5609 -0.7803
S 0.0410 0.4278 1.7413
H 2.3926 -1.7646 0.0534
H 2.5562 -0.1150 1.9718
H -0.7162 0.6733 -1.8909
H -0.4872 1.8770 -0.4615
H -0.0661 -2.0776 -0.4213
H -2.9184 1.3120 -1.6155



[15]
13
Properties=species:S:1:pos:R:3 method="wB97M-V/def2-TZVPD" e_above_lowest_kcal_mol=43.6 energy_ha=-700.81979 lumo_energy_ev=0.628 e_homo_ev=-9.300 charge=0 multiplicity=1 fmax_ev_per_a=3.42
N -1.4456 -0.4392 1.7626
C -1.5460 0.9172 1.2956
N -0.6309 1.4390 0.6187
C 0.6491 0.8533 0.5326
C 0.7937 -0.4633 -0.2532
O 0.9627 -1.6002 0.1697
S 0.6442 -0.2920 -1.9826
H -0.8770 -1.1415 1.2418
H -2.3352 -0.8779 2.1030
H -2.5728 1.3899 1.4549
H 0.9623 0.6609 1.6029
H 1.4146 1.5156 -0.0346
H 0.5542 1.0846 -2.1236



[16]
14
Properties=species:S:1:pos:R:3 method="wB97M-V/def2-TZVPD" e_above_lowest_kcal_mol=28.8 energy_ha=-1099.02807 lumo_energy_ev=0.507 e_homo_ev=-8.886 charge=0 multiplicity=1 fmax_ev_per_a=1.57
N -3.1748 0.1108 -0.1954
C -2.1391 -0.7597 -0.0199
N -0.8987 -0.5123 0.1088
S -0.4205 1.1298 0.0010
C 1.3436 0.9741 0.0273
O 1.9976 1.9923 -0.0536
C 1.9322 -0.4133 0.1999
S 3.6940 -0.4877 -0.2155
H -4.0578 -0.2519 -0.4370
H -2.9775 1.0681 -0.5017
H -2.4400 -1.7832 0.0772
H 1.7473 -0.7306 1.2437
H 1.4007 -1.1213 -0.4206
H 3.9928 0.7847 0.1859



[17]
12
Properties=species:S:1:pos:R:3 method="wB97M-V/def2-TZVPD" e_above_lowest_kcal_mol=89.6 energy_ha=-625.47915 lumo_energy_ev=0.241 e_homo_ev=-8.125 charge=0 smiles="C=CN(N)C=S" multiplicity=1 fmax_ev_per_a=8.85
C -1.5168 -1.1886 0.1501
C -1.0011 -0.0542 0.0736
N 0.3335 0.3396 -0.2052
N 0.8605 1.6118 0.1111
C 1.2891 -0.6304 -0.2907
S 2.9174 -0.5672 0.1022
H -2.4965 -0.9180 0.0656
H -1.0268 -2.1293 0.2096
H -1.5881 0.8572 -0.2820
H 0.3924 2.0303 0.9511
H 0.9394 2.3572 -0.6421
H 0.8969 -1.7083 -0.2433



[18]
12
Properties=species:S:1:pos:R:3 method="wB97M-V/def2-TZVPD" e_above_lowest_kcal_mol=84.3 energy_ha=-625.48760 lumo_energy_ev=0.786 e_homo_ev=-8.733 charge=0 multiplicity=1 fmax_ev_per_a=2.40
S 2.1182 -0.4203 -0.1927
N 1.1641 0.8960 0.2107
C -0.0886 0.6871 0.3225
N -1.0189 -0.2512 -0.2738
C -2.4366 0.2960 -0.5509
C -2.1054 -0.7144 0.5573
H 3.2325 0.0628 0.4772
H -0.6423 1.5282 0.6878
H -2.8630 -0.1077 -1.5122
H -2.7350 1.3572 -0.3423
H -1.7791 -0.4184 1.5990
H -2.3370 -1.8222 0.6432